# 1
Below is C41H65BrN4O8RbSi5 as an isolated structure, with properties calculated with ωB97M-V with the def2-TZVPD basis set.

The HOMO-LUMO gap (spin up / spin down) comes out at 5.489 / 5.710 eV. The energy above the lowest of the compared OMol25 structures with the same formula, charge and spin comes out at 18.1 kcal/mol. For the LUMO energy (spin up / spin down), the calculation gives 1.6 / 1.8 eV. The energy is -6467.99355 hartree. The charge is -1. The calculation puts the HOMO energy (spin up / spin down) at -3.93 / -3.89 eV.

Cartesian coordinates (Å):
Rb 0.13021 1.04679 0.11359
C 3.40627 3.82083 3.26442
N 2.60134 2.67288 3.61892
C 1.87081 2.72104 4.86623
C 2.29496 1.72941 2.69958
O 1.40074 0.91575 2.83551
C 3.12431 1.74147 1.41985
O 2.91246 0.49595 0.80027
C 3.79402 0.16482 -0.22270
C 3.44068 0.81867 -1.55738
O 2.40566 1.44423 -1.70628
N 4.33358 0.64430 -2.56029
C 4.10099 1.26795 -3.84494
C 5.53491 -0.13927 -2.40910
H 3.25918 4.58717 4.02382
H 3.07826 4.23822 2.31209
H 4.47359 3.58500 3.22685
H 2.56298 2.71590 5.71118
H 1.22908 1.84507 4.93286
H 1.25030 3.61829 4.91566
H 4.19394 1.87945 1.63890
H 2.76356 2.57828 0.80955
H 3.71157 -0.91771 -0.35173
H 4.83416 0.40348 0.05333
H 3.13062 1.75628 -3.82409
H 4.10257 0.51565 -4.63333
H 4.87400 2.01354 -4.05592
H 5.33466 -1.08532 -1.90608
H 6.31710 0.39543 -1.86082
H 5.91536 -0.37103 -3.40259
O -0.97017 -2.36997 -1.67156
H -1.32387 -1.89956 -0.84989
H -1.61375 -2.19492 -2.36571
O 1.48729 -2.03346 -0.31834
H 0.74885 -2.16958 -0.93729
H 1.03846 -1.81458 0.51214
O -1.58022 -0.99941 0.38904
N -1.05267 -1.29570 1.56794
Br -1.90064 2.28155 5.93111
C -2.03475 3.33272 4.35795
C -3.03476 4.28854 4.26136
N -3.20239 5.03266 3.17736
C -2.37682 4.82528 2.15685
C -1.32574 3.91514 2.17853
C -1.15079 3.14439 3.31428
C -0.42789 3.69350 0.97554
O -0.99525 3.34274 -0.06987
O 0.80466 3.76846 1.18046
H -3.71912 4.44590 5.08743
H -2.55105 5.40967 1.26220
H -0.36764 2.40271 3.36319
C 2.11404 -2.35751 3.09881
Si 0.47583 -2.75778 3.93740
C 0.65824 -4.37383 4.90198
C 0.08418 -1.36928 5.15176
Si -1.24402 -2.90056 2.34273
Si -1.10022 -4.99577 1.26649
C -1.68150 -6.29371 2.52332
C -2.21089 -5.15311 -0.24684
C 0.67487 -5.41503 0.78122
Si -3.32158 -2.78528 3.42898
C -3.52361 -3.91838 4.92734
C -4.65705 -3.20930 2.15637
C -3.57988 -1.00190 3.98629
H 2.90728 -2.33914 3.85219
H 2.07651 -1.37609 2.63718
H 2.37822 -3.09063 2.34046
H 1.42481 -4.26954 5.67077
H 0.94682 -5.19827 4.25569
H -0.27223 -4.64749 5.39384
H 0.94557 -1.18250 5.79802
H -0.76587 -1.61821 5.78448
H -0.13680 -0.45617 4.60846
H -2.74877 -6.20128 2.71422
H -1.16358 -6.21977 3.47557
H -1.50223 -7.29173 2.11804
H -3.25375 -4.97243 0.00856
H -2.13090 -6.16698 -0.64868
H -1.91943 -4.44589 -1.01202
H 1.31063 -5.49869 1.66252
H 1.09825 -4.64242 0.14657
H 0.71243 -6.36642 0.24983
H -3.39405 -4.96523 4.66815
H -4.51316 -3.79859 5.36681
H -2.79134 -3.67800 5.69495
H -4.62525 -4.26364 1.88969
H -4.50227 -2.63248 1.24842
H -5.65445 -2.98686 2.54013
H -2.89771 -0.72205 4.78753
H -4.60160 -0.85847 4.34475
H -3.39925 -0.31880 3.16043
C -4.62394 -1.72886 -3.89604
C -3.55239 -2.11502 -4.68548
C -2.36342 -1.40262 -4.63642
C -2.22497 -0.29205 -3.79863
C -3.31901 0.08326 -3.01135
C -4.50671 -0.62564 -3.06059
Si -0.60408 0.60231 -3.58295
C -0.79854 2.42871 -3.91230
C -1.87962 2.93005 -4.64061
C -2.01963 4.28982 -4.86405
C -1.08235 5.17279 -4.35255
C -0.01019 4.69434 -3.61638
C 0.13140 3.33494 -3.39638
C 0.75390 -0.19020 -4.60145
C 1.16158 0.35963 -5.81977
C 2.10803 -0.27584 -6.60842
C 2.67656 -1.46630 -6.18148
C 2.29878 -2.01626 -4.96468
C 1.34161 -1.38670 -4.18489
H -5.54635 -2.29464 -3.91993
H -3.63740 -2.97964 -5.33209
H -1.52474 -1.72398 -5.24156
H -3.23229 0.92115 -2.33169
H -5.33315 -0.33088 -2.42752
H -2.62802 2.24859 -5.02737
H -2.86558 4.66197 -5.42789
H -1.19762 6.23720 -4.51314
H 0.70512 5.38146 -3.18521
H 0.95495 2.97940 -2.79714
H 0.72842 1.29429 -6.15454
H 2.40284 0.15838 -7.55595
H 3.41628 -1.96526 -6.79538
H 2.74005 -2.94345 -4.62362
H 1.02980 -1.83470 -3.25296

Forces on atoms 1 to 3 (eV/Å):
0.402 -0.869 -0.033
0.109 0.162 -0.016
0.073 -0.097 0.017

***

# 2
Below is a 2-piece molecular cluster, C3H11NO overall, with properties calculated with ωB97M-V with the def2-TZVPD basis set.

The HOMO-LUMO gap comes out at 10.293 eV. The energy above the lowest of the compared OMol25 structures with the same formula, charge and spin comes out at 23.8 kcal/mol. As for the SMILES: NCO.CC. For the LUMO energy, the calculation gives 0.6 eV. The energy is -250.85874 hartree. The calculation puts the HOMO energy at -9.65 eV.

Cartesian coordinates (Å):
C 2.16753 -1.21489 -1.70805
C 1.00819 -1.23162 -2.71331
H 1.77712 -1.54285 -0.74028
H 2.62925 -0.25334 -1.52402
H 2.91448 -1.96002 -1.99452
H 1.27934 -1.58799 -3.69557
H 0.22399 -1.89669 -2.34846
H 0.52243 -0.25985 -2.78600
N -0.64356 0.79927 2.36922
C -1.73503 1.75123 2.22013
O -2.98032 1.16716 2.57099
H -0.91081 -0.00153 1.80101
H 0.16461 1.24242 1.93990
H -1.66599 2.65853 2.81078
H -1.85577 2.11932 1.18656
H -2.89546 0.21084 2.61161

Forces on atoms 1 to 3 (eV/Å):
-0.418 -0.825 0.227
-0.378 0.201 0.617
0.141 0.059 0.030

***

# 3
Below is a 2-piece molecular cluster, C4H13NO overall, with properties calculated with ωB97M-V with the def2-TZVPD basis set.

The HOMO-LUMO gap comes out at 9.678 eV. The energy above the lowest of the compared OMol25 structures with the same formula, charge and spin comes out at 14.6 kcal/mol. As for the SMILES: CNC(C)C.O. For the LUMO energy, the calculation gives 0.8 eV. The energy is -290.17367 hartree. The calculation puts the HOMO energy at -8.86 eV.

Cartesian coordinates (Å):
C -0.40981 -1.46347 -0.47870
N -0.18232 -0.70240 0.75729
C 2.18458 -0.12987 0.41698
C 0.77622 0.39548 0.61996
C 0.43373 1.39665 -0.49708
H 0.52678 -1.71112 -0.95240
H -0.83393 -2.41191 -0.13098
H -1.11499 -1.00405 -1.17272
H -1.07890 -0.27909 0.96139
H 2.85906 0.71684 0.30698
H 2.51821 -0.71391 1.27982
H 2.24597 -0.74106 -0.47688
H 0.73110 0.97716 1.54119
H 0.89746 2.35652 -0.22896
H 0.77847 1.11468 -1.49308
H -0.63420 1.58528 -0.50979
H -2.95763 -0.37550 0.49676
H -3.45305 0.49450 -0.69207
O -3.28674 0.49526 0.25230

Forces on atoms 1 to 3 (eV/Å):
-0.278 -0.667 1.120
-0.051 0.184 -0.390
0.072 0.107 0.624

***

# 4
Below is C29H22AuCl2N4O2 as an isolated structure, with properties calculated with ωB97M-V with the def2-TZVPD basis set.

The HOMO-LUMO gap comes out at 3.836 eV. The energy above the lowest of the compared OMol25 structures with the same formula, charge and spin comes out at 22.5 kcal/mol. For the LUMO energy, the calculation gives 1.9 eV. The energy is -2543.86187 hartree. The charge is -1. The calculation puts the HOMO energy at -1.95 eV.

Cartesian coordinates (Å):
Au -0.39729 0.87646 -0.00534
C 0.87052 -0.86886 4.51191
O 1.66189 -1.44976 3.43897
C 1.03333 -1.02794 2.30183
N -0.04801 -0.40432 2.40227
C -0.42124 -0.37696 3.81258
C -0.94378 0.97189 4.25475
C -0.86012 2.08464 3.42681
C -1.41912 3.29133 3.82817
C -2.03105 3.40195 5.06717
C -2.10249 2.29540 5.90429
C -1.57337 1.08232 5.49179
C 1.61782 -1.42338 1.00322
C 2.53662 -2.46688 0.95611
C 2.98361 -2.90737 -0.27481
C 2.46430 -2.32456 -1.41620
C 1.54763 -1.29203 -1.27522
N 1.18075 -0.78438 -0.08978
C 0.91058 -0.70884 -2.47343
N -0.15876 -0.05351 -2.42600
C -0.36989 0.51137 -3.75776
C 0.56727 -0.34532 -4.63076
O 1.52817 -0.88229 -3.67881
C -1.82439 0.54909 -4.14754
C -2.81349 0.25493 -3.21643
C -4.15126 0.36593 -3.57087
C -4.50886 0.75332 -4.85363
C -3.52234 1.04830 -5.78513
C -2.18572 0.95724 -5.42795
H 1.43704 -0.04525 4.94883
H 0.70499 -1.64473 5.25603
H -1.23179 -1.09998 3.95391
H -0.44149 2.00291 2.43093
H -1.40257 4.12762 3.14039
H -2.47965 4.34022 5.36879
H -2.59855 2.36900 6.86454
H -1.67373 0.20663 6.12639
H 2.86574 -2.91845 1.88033
H 3.70274 -3.71296 -0.34464
H 2.73651 -2.65653 -2.40702
H -0.00085 1.54317 -3.72701
H 1.12509 0.21733 -5.37477
H 0.04259 -1.17875 -5.10397
H -2.54025 -0.00201 -2.20088
H -4.91033 0.17595 -2.82305
H -5.55376 0.85008 -5.12054
H -3.79331 1.37076 -6.78294
H -1.41882 1.22288 -6.14882
Cl -3.34997 0.31137 0.91427
C -3.66840 2.03022 0.63433
C -4.96107 2.43158 0.88928
C -5.36373 3.75315 0.73100
C -4.38641 4.66210 0.30611
C -3.10632 4.25642 0.05129
Cl -1.96069 5.49078 -0.46200
C -2.57391 2.88729 0.16466
N -1.34298 2.64857 -0.13309
H -5.66870 1.68305 1.22819
H -6.37886 4.06392 0.93590
H -4.62864 5.71045 0.17283

Forces on atoms 1 to 3 (eV/Å):
0.171 0.583 -0.020
0.006 -0.003 0.016
-0.086 0.013 0.023

***

# 5
Below is a 11-piece molecular cluster, C41H77N8O3 overall, with properties calculated with ωB97M-V with the def2-TZVPD basis set.

The HOMO-LUMO gap comes out at 4.020 eV. The energy above the lowest of the compared OMol25 structures with the same formula, charge and spin comes out at 0.0 kcal/mol. For the LUMO energy, the calculation gives 5.2 eV. The energy is -2271.87999 hartree. The charge is -3. The calculation puts the HOMO energy at 1.17 eV.

Cartesian coordinates (Å):
C -8.18412 9.66551 45.84053
C -7.38063 10.53054 44.90394
C -6.22406 9.74327 44.22301
O -8.06128 11.27746 43.93850
H -7.55111 9.13402 46.55111
H -8.80826 9.01623 45.22653
H -8.87682 10.23928 46.45621
H -6.96167 11.30883 45.54178
H -5.77719 9.08991 44.97237
H -5.51604 10.38763 43.70187
H -6.58270 9.01180 43.49884
C -16.48123 6.23941 40.56412
C -17.18833 7.25566 39.68124
C -16.34950 7.43820 38.36562
O -18.53337 6.94674 39.49213
H -16.66873 6.37257 41.62958
H -15.42451 6.48620 40.46157
H -16.53766 5.20053 40.23909
H -17.11918 8.21633 40.19155
H -16.42264 6.57494 37.70417
H -15.33267 7.74620 38.60913
H -16.76951 8.27894 37.81348
C -11.64100 9.19110 44.23171
C -12.25329 8.82673 42.82466
C -13.76613 8.57072 42.89737
O -11.98484 9.79395 41.85939
H -11.77406 8.39138 44.96030
H -12.05970 10.14714 44.54603
H -10.56539 9.28303 44.08099
H -11.76352 7.87031 42.64166
H -14.35380 9.36011 43.36601
H -13.84705 7.71913 43.57291
H -14.26145 8.26126 41.97705
C -10.62300 7.79754 48.98176
C -10.60784 7.62630 47.46925
C -11.40886 6.39367 47.07240
C -12.85195 6.52588 47.16130
N -14.01689 6.62643 47.27182
H -10.12637 8.70528 49.32452
H -10.18450 6.95254 49.51261
H -11.64231 7.97273 49.32584
H -9.59285 7.51703 47.08720
H -11.05665 8.52999 47.05693
H -11.20825 5.54758 47.72966
H -11.09464 6.11918 46.06542
C -14.08888 10.98131 37.91026
C -14.54613 10.50012 39.24238
C -14.66015 11.62210 40.27819
C -13.47569 12.40062 40.44973
N -12.52631 13.00719 40.58317
H -13.94559 10.18931 37.17521
H -13.09896 11.43590 37.94916
H -14.68494 11.79710 37.50125
H -13.98074 9.64464 39.61199
H -15.55972 10.11563 39.12889
H -14.86838 11.20177 41.26208
H -15.46630 12.31148 40.02726
C -11.32255 11.90806 47.65007
C -10.19214 12.94162 47.47004
C -10.55338 13.87249 46.33247
C -10.82572 13.32146 44.99314
N -11.04041 12.94175 43.94608
H -11.03882 11.29609 48.50628
H -11.42108 11.25418 46.78357
H -12.33227 12.25765 47.86540
H -9.27328 12.38380 47.28939
H -9.97569 13.52590 48.36440
H -9.75953 14.59274 46.13460
H -11.41181 14.49608 46.58214
C -7.17917 5.41866 41.88709
C -7.84112 5.98889 43.11328
C -8.93580 6.97936 42.88603
C -8.50209 8.10696 42.04771
N -8.22114 9.00379 41.36621
H -6.32407 4.81275 42.18673
H -6.78404 6.26430 41.32420
H -7.79598 4.80971 41.22614
H -7.08738 6.28955 43.84101
H -8.26366 5.11740 43.61334
H -9.23042 7.31965 43.87875
H -9.75606 6.42560 42.42928
C -10.07896 6.00033 39.14064
C -11.23485 6.95146 39.52736
C -11.39615 8.16002 38.63759
C -11.86575 7.84535 37.28797
N -12.28030 7.58547 36.23690
H -9.98349 5.16166 39.83028
H -9.14853 6.56771 39.11852
H -10.19574 5.46888 38.19618
H -11.00808 7.33904 40.52056
H -12.20309 6.46802 39.65730
H -10.47525 8.72280 38.48490
H -12.05642 8.87830 39.12360
C -16.75929 8.32752 45.55965
C -17.74640 7.66611 44.54454
C -17.98789 8.57306 43.34273
C -18.36981 9.97941 43.58909
N -18.68903 11.06659 43.78048
H -16.36341 7.55911 46.22365
H -17.16633 9.14923 46.14892
H -15.88495 8.65126 44.99499
H -18.69023 7.49432 45.06200
H -17.35928 6.67420 44.31143
H -18.73579 8.09741 42.70830
H -17.04033 8.67221 42.81319
C -16.07679 11.91242 46.14537
C -14.79960 11.46644 45.46177
C -14.50691 12.22336 44.18057
C -14.07711 13.60823 44.37761
N -13.70988 14.71881 44.47785
H -16.89058 11.82581 45.42539
H -16.01705 12.93629 46.51444
H -16.26132 11.22846 46.97377
H -14.83039 10.38410 45.33642
H -13.94866 11.54460 46.13845
H -15.35798 12.24778 43.50000
H -13.77406 11.66625 43.59693
C -14.29424 2.55373 43.66782
C -14.55310 4.01652 43.18512
C -13.32240 4.78736 42.72893
C -12.29557 4.02968 41.97043
N -11.46709 3.48066 41.34589
H -13.57128 2.55417 44.48356
H -13.92703 2.01519 42.79418
H -15.24246 2.12857 43.99676
H -15.19645 4.62694 43.81883
H -15.31459 3.90725 42.41292
H -12.77230 5.15924 43.59334
H -13.62972 5.58214 42.04923

Forces on atoms 1 to 3 (eV/Å):
-0.676 -0.313 -0.106
-0.048 2.445 -2.691
-0.563 -0.696 0.731

***

Q: Among the records above, which one has the highest energy?
A: C3H11NO